No. 1
Formula: C74H129F5NO31S6
Source: the Open Molecules 2025 dataset
Level of theory: ωB97M-V/def2-TZVPD

```
246
Properties=species:S:1:pos:R:3
C 2.4927 -1.8467 0.6411
C 1.0671 -1.1476 0.7793
N 0.0582 -1.3777 -0.4380
C -0.3653 -2.8630 -0.7373
C -1.2883 -0.6700 0.0365
C -2.4249 -0.6280 -1.0900
C 0.5784 -0.8437 -1.8391
C 1.1184 0.6992 -1.7576
O 0.0906 1.5484 -1.3595
C 0.6429 2.9178 -1.1923
H 3.0409 -1.2893 -0.1183
H 2.4721 -2.9201 0.4526
H 3.0307 -1.6908 1.5762
H 1.2323 -0.0901 0.9855
H 0.5242 -1.5746 1.6225
H -1.0195 -2.9297 -1.6065
H -0.8713 -3.2799 0.1335
H 0.4711 -3.5388 -0.9160
H -1.0215 0.3415 0.3429
H -1.5717 -1.3107 0.8715
H -3.4418 -0.5215 -0.7121
H -2.5140 -1.3562 -1.8961
H -2.2342 0.3024 -1.6247
H -0.2737 -0.7921 -2.5169
H 1.3000 -1.5469 -2.2552
H 1.4606 0.9950 -2.7493
H 1.9164 0.7792 -1.0194
H -0.2277 3.5232 -0.9401
H 1.0336 3.2145 -2.1657
H 1.4162 3.0987 -0.4457
F -4.6611 -14.5883 0.8361
C -4.1986 -13.3124 0.7700
C -3.4428 -12.8923 1.8671
C -2.7456 -11.7206 1.6217
C -2.6177 -11.1551 0.3708
C -3.3971 -11.5873 -0.6762
C -4.1742 -12.7524 -0.4606
H -3.4020 -13.4589 2.7856
H -2.2036 -11.1750 2.3799
H -1.9934 -10.2956 0.1759
H -3.4087 -11.0637 -1.6207
H -4.7743 -13.1807 -1.2498
F 6.8027 10.1339 4.4488
C 6.1174 9.9934 3.2642
C 4.9762 10.6582 3.0887
C 4.1158 10.3584 2.0007
C 4.5146 9.3573 1.1063
C 5.7265 8.6462 1.3683
C 6.4856 9.0463 2.4064
H 4.7415 11.4413 3.7944
H 3.2746 11.0078 1.8081
H 3.8239 8.9535 0.3808
H 6.0507 7.7587 0.8451
H 7.4349 8.5617 2.5804
F -8.0157 -1.4089 6.7184
C -8.9646 -1.3014 5.7698
C -8.5171 -1.0284 4.4419
C -9.4983 -0.9315 3.3962
C -10.8524 -1.1501 3.7030
C -11.2471 -1.4580 5.0166
C -10.3457 -1.5159 6.0486
H -7.4605 -0.9260 4.2430
H -9.1469 -0.7111 2.3990
H -11.6289 -1.0611 2.9578
H -12.3221 -1.4864 5.1159
H -10.5986 -1.6204 7.0933
F -3.1758 1.9211 6.3207
C -3.2811 1.9837 7.6671
C -2.3222 1.3230 8.4508
C -2.5406 1.1916 9.8050
C -3.6998 1.7174 10.3817
C -4.6812 2.3815 9.5917
C -4.5312 2.3994 8.1752
H -1.5302 0.7533 7.9876
H -1.8604 0.6399 10.4370
H -3.8619 1.3964 11.4001
H -5.6429 2.6863 9.9771
H -5.3931 2.7770 7.6451
F 6.4353 4.6102 -4.8529
C 7.5419 5.3812 -4.6305
C 7.5579 6.7256 -5.0557
C 8.6584 7.5549 -4.9014
C 9.7437 7.0802 -4.2031
C 9.7553 5.8257 -3.6915
C 8.6705 4.9091 -3.9889
H 6.7379 7.0277 -5.6902
H 8.4983 8.5950 -5.1438
H 10.5621 7.7683 -4.0512
H 10.6140 5.4518 -3.1537
H 8.7446 3.8367 -3.8840
C 0.2485 -7.7539 6.6981
S -0.0991 -6.3904 5.4641
O -0.1302 -6.9906 4.0126
C -1.9304 -6.2045 5.6965
H 1.2627 -7.8691 7.0804
H -0.0359 -8.7152 6.2702
H -0.3045 -7.6444 7.6310
H -2.4383 -5.6062 4.9401
H -2.2474 -5.8295 6.6697
H -2.3676 -7.1823 5.4943
C 4.5302 0.9484 -10.2495
S 2.9437 1.2426 -9.3909
O 1.8499 1.1270 -10.4460
C 2.7709 -0.4633 -8.6280
H 4.8338 1.8025 -10.8549
H 4.5708 0.1381 -10.9774
H 5.3548 1.0497 -9.5439
H 1.7614 -0.5938 -8.2380
H 3.5229 -0.7478 -7.8920
H 2.8163 -1.1568 -9.4677
C -0.4023 13.8756 -1.2017
S -1.6729 12.7356 -0.3972
O -0.9787 11.3578 -0.3032
C -1.7081 13.6094 1.3025
H 0.4042 14.0629 -0.4927
H -0.9959 14.7887 -1.2464
H -0.0956 13.5562 -2.1977
H -2.4998 14.3568 1.2510
H -0.7679 13.9999 1.6918
H -2.0596 12.9362 2.0844
C 1.2335 -9.3868 -5.0444
S 0.2269 -8.9112 -6.5375
O -0.7554 -8.0714 -5.8005
C 1.3589 -7.7224 -7.3949
H 1.4187 -8.4738 -4.4786
H 2.0765 -9.8851 -5.5232
H 0.7675 -10.2930 -4.6574
H 2.0010 -8.3363 -8.0265
H 1.9799 -7.0568 -6.7954
H 0.7497 -7.0052 -7.9450
C 6.1263 -0.6829 8.9163
S 6.4065 -2.5281 8.8079
O 5.0555 -3.2042 8.5487
C 7.4549 -2.5245 7.2905
H 5.5006 -0.4607 9.7807
H 5.6579 -0.1740 8.0738
H 6.9618 -0.0173 9.1334
H 7.7153 -3.5710 7.1320
H 8.2426 -1.8338 7.5915
H 7.1169 -2.1674 6.3178
C 9.9927 1.6579 2.6377
S 8.4313 2.5741 2.5691
O 7.5532 1.7316 1.6700
C 7.8173 2.1097 4.2740
H 10.6081 2.1135 3.4135
H 10.3640 1.8113 1.6244
H 9.7959 0.6146 2.8846
H 8.0251 2.8821 5.0145
H 8.2099 1.1303 4.5474
H 6.7645 1.9475 4.5050
C -8.0887 8.1454 -6.4401
O -6.8912 8.8851 -6.3357
C -5.7782 8.2552 -5.7963
O -5.6806 7.2040 -5.1641
O -4.7837 9.0687 -6.0567
C -3.4895 8.6429 -5.6367
H -8.9696 8.6539 -6.8320
H -8.3077 7.7103 -5.4650
H -7.7430 7.3612 -7.1135
H -3.3467 8.8107 -4.5692
H -2.7048 9.1911 -6.1581
H -3.2350 7.6531 -6.0158
C 8.6276 -5.0180 -0.5525
O 8.0593 -4.1970 -1.5610
C 7.0714 -4.5724 -2.3788
O 6.2362 -5.4668 -2.1679
O 7.0898 -3.7713 -3.5687
C 8.1622 -2.8886 -3.8142
H 7.9251 -5.4768 0.1432
H 9.1783 -4.3918 0.1494
H 9.4051 -5.6997 -0.8974
H 9.0629 -3.4752 -3.9952
H 8.3391 -2.3164 -2.9036
H 8.0754 -2.1391 -4.6009
C -3.8164 4.4891 -12.1878
O -2.9155 4.5851 -11.1457
C -3.3239 4.2035 -9.8986
O -4.4427 3.6724 -9.7520
O -2.3202 4.4585 -9.0761
C -2.3934 3.7313 -7.8725
H -3.4099 4.9624 -13.0816
H -4.8416 4.8374 -12.0626
H -3.8951 3.4521 -12.5143
H -1.5346 3.7668 -7.2022
H -2.5042 2.6602 -8.0411
H -3.1916 4.0429 -7.1987
C -5.1136 -3.4807 -7.8139
O -6.0395 -2.7343 -7.1639
C -5.7244 -1.5326 -6.7800
O -4.6018 -1.1265 -6.4198
O -6.9128 -0.8716 -6.5482
C -6.9927 0.2905 -5.8575
H -5.4072 -4.5292 -7.8637
H -4.2123 -3.4573 -7.2013
H -5.0160 -3.3118 -8.8863
H -6.0430 0.4692 -5.3535
H -7.7336 0.2378 -5.0597
H -7.2063 1.1178 -6.5344
C 0.1066 6.4238 5.2814
O 1.2537 6.8068 5.8725
C 2.3042 5.9860 6.2266
O 2.3419 4.8038 6.0331
O 3.1406 6.7008 6.9442
C 4.3363 6.2942 7.5690
H -0.2904 5.6408 5.9274
H 0.2984 6.0745 4.2668
H -0.6150 7.2405 5.2646
H 4.4815 7.0395 8.3510
H 5.2169 6.3147 6.9269
H 4.2352 5.3834 8.1592
C 4.7194 -10.4070 3.4135
O 5.7559 -11.3243 3.0784
C 6.1402 -12.2982 3.9492
O 5.7671 -12.4769 5.1153
O 6.6877 -13.2102 3.2533
C 7.3147 -14.3335 3.8636
H 3.7799 -10.9504 3.5151
H 4.5209 -9.7216 2.5896
H 5.0220 -9.8352 4.2907
H 7.7643 -15.0650 3.1921
H 6.6764 -14.9424 4.5039
H 8.0355 -13.8624 4.5319
C -5.8596 6.0783 0.6967
O -6.3222 5.8048 2.0104
C -7.1476 4.8030 2.1714
O -7.1775 3.7661 1.5303
O -7.8510 5.1108 3.2554
C -8.9686 4.3048 3.7658
H -6.7895 6.3422 0.1930
H -5.4480 5.2160 0.1723
H -5.1975 6.9368 0.5837
H -9.7064 4.0539 3.0037
H -9.5340 4.9138 4.4711
H -8.5011 3.4264 4.2108
C -7.3845 -7.8944 2.9392
O -7.4682 -7.8932 1.5228
C -6.7285 -7.0817 0.7467
O -5.8777 -6.1683 1.0334
O -6.9978 -7.5479 -0.4507
C -6.5231 -6.8441 -1.5631
H -8.2262 -8.4961 3.2820
H -7.4586 -6.8440 3.2209
H -6.4169 -8.2776 3.2634
H -6.6921 -7.4570 -2.4485
H -5.4392 -6.7344 -1.5990
H -7.0326 -5.8824 -1.6224
```

The highest occupied orbital energy comes out at -10.13 eV. The charge is +1. As for the HOMO-LUMO gap: 8.248 eV. As for the spin multiplicity: 1.

Atom charges from the Mulliken analysis, given in e for atoms 1 to 6: atom 1 (C): -1.166, atom 2 (C): -0.499, atom 3 (N): -0.076, atom 4 (C): -0.989, atom 5 (C): -0.503, atom 6 (C): -1.192

---

No. 2
Formula: C74H154N2O17
Source: the Open Molecules 2025 dataset
Level of theory: ωB97M-V/def2-TZVPD

```
247
Properties=species:S:1:pos:R:3
C -3.9024 3.3421 -0.4559
C -5.1015 3.5225 -1.3609
O -5.0664 3.2202 -2.5242
C -6.4282 4.0073 -0.7953
H -3.9625 3.9332 0.4264
H -2.9984 3.5065 -1.0380
H -3.9433 2.3614 -0.0488
H -6.5208 5.0239 -1.1794
H -6.4615 4.1026 0.2657
H -7.1325 3.2503 -1.2245
C 2.3439 3.1246 3.5907
C 3.3274 2.0857 3.0897
O 3.3487 1.6852 1.9509
C 4.2085 1.5215 4.2177
H 1.8485 3.6145 2.7559
H 3.0195 3.8580 4.1724
H 1.6052 2.7275 4.3276
H 3.8747 0.5483 4.5443
H 4.1739 2.1414 5.1115
H 5.2215 1.6335 3.8563
C -4.7561 -4.3981 -0.2409
C -3.3523 -4.3479 0.2026
O -3.0313 -3.6101 1.0855
C -2.2304 -4.9109 -0.6484
H -5.1125 -5.4647 -0.0921
H -4.7414 -4.2141 -1.3256
H -5.3036 -3.7788 0.4359
H -2.5786 -5.6394 -1.3403
H -1.4759 -5.3865 -0.0458
H -1.8239 -4.0762 -1.1706
C 2.2802 3.9015 -0.2771
C 3.7002 3.9193 0.2306
O 3.9825 4.7476 1.0923
C 4.7816 3.0533 -0.3809
H 2.0767 4.7405 -0.9541
H 1.6268 4.1519 0.5871
H 1.9428 2.9292 -0.7794
H 4.7923 2.0274 -0.2138
H 5.7057 3.4578 -0.0141
H 4.6948 3.2535 -1.4631
C 6.0389 6.0866 3.9536
C 4.6759 6.2057 4.5664
O 4.4224 5.6615 5.6048
C 3.6603 7.0152 3.8675
H 6.7161 5.4140 4.4218
H 6.4301 7.0670 3.8559
H 5.8251 5.8147 2.9132
H 3.1625 6.3584 3.1501
H 4.0686 7.8180 3.2438
H 2.8206 7.3939 4.4824
C 6.1571 0.1433 1.3173
C 7.1434 -0.8972 1.6294
O 8.0494 -1.1503 0.7826
C 6.8974 -1.7895 2.8100
H 5.1980 -0.0315 1.7225
H 6.0181 0.3796 0.2747
H 6.5113 1.0593 1.8844
H 5.8281 -2.2392 2.6624
H 7.0153 -1.2675 3.7614
H 7.6349 -2.6793 2.8313
C -4.6763 -1.2152 2.7723
C -6.1064 -1.2132 2.0473
C -6.2549 0.2783 1.6854
O -4.9318 0.7117 1.4432
C -4.1856 0.2376 2.5864
H -3.9011 -1.8595 2.3373
H -4.7460 -1.5100 3.8162
H -6.9073 -1.5526 2.6773
H -5.9667 -1.7829 1.1086
H -6.6908 0.7585 2.5927
H -6.9120 0.4130 0.7909
H -4.5504 0.8721 3.4358
H -3.1648 0.4808 2.4641
C -2.5138 4.4395 2.9761
C -2.2247 5.6364 2.0636
C -1.0490 5.1415 1.1741
O -0.3631 4.1770 1.9333
C -1.3629 3.4568 2.6559
H -3.4499 3.9151 2.6704
H -2.7177 4.7148 3.9920
H -1.9566 6.5278 2.6706
H -3.0873 5.9130 1.4659
H -0.2996 5.9122 0.9144
H -1.4049 4.6296 0.2644
H -0.8787 3.0957 3.5718
H -1.7689 2.7003 2.0839
C -5.1175 -5.3906 3.5936
C -6.3054 -4.5128 3.9765
C -5.8464 -4.0312 5.3283
O -4.4875 -3.6583 5.1452
C -3.8679 -4.6660 4.2779
H -4.9455 -5.4241 2.5144
H -5.1332 -6.4321 4.0127
H -7.3144 -4.9407 3.9610
H -6.4065 -3.6587 3.3119
H -5.9008 -4.7297 6.1245
H -6.3019 -3.1177 5.6538
H -3.2860 -5.4033 4.8454
H -3.1725 -4.1406 3.6675
C -2.1584 6.6094 -3.6126
C -1.7998 6.4107 -2.1444
C -0.3064 6.8050 -2.0646
O 0.2152 6.4337 -3.3617
C -0.7521 6.9219 -4.2657
H -2.8690 7.4175 -3.7651
H -2.4764 5.6563 -3.9826
H -1.9369 5.3732 -1.8463
H -2.3791 7.0521 -1.4441
H 0.1250 6.1381 -1.2203
H -0.0844 7.8555 -1.7622
H -0.5126 6.4551 -5.2116
H -0.6121 8.0678 -4.3701
C 0.4955 1.8351 -2.9946
C 0.3150 1.4416 -4.4301
C -0.0597 2.7273 -5.1638
O -0.6959 3.5611 -4.1657
C -0.5722 2.8897 -2.8842
H 1.4712 2.2694 -2.8678
H 0.4086 1.0709 -2.1917
H -0.5146 0.6731 -4.4864
H 1.1679 0.9732 -4.9134
H -0.6938 2.5396 -6.0366
H 0.9030 3.2569 -5.4352
H -1.5571 2.4777 -2.5947
H -0.3954 3.6728 -2.1139
C -1.2021 -1.7061 4.8498
C -0.5541 -2.3481 6.1144
C 0.0565 -1.1065 6.8143
O 0.2666 -0.1206 5.7138
C -0.1668 -0.6077 4.4851
H -2.1043 -1.2056 5.0396
H -1.4306 -2.4539 4.0686
H 0.1530 -3.0095 5.6130
H -1.1772 -2.8904 6.8145
H 1.0260 -1.3392 7.3034
H -0.5603 -0.5222 7.4966
H 0.6502 -1.0232 3.8580
H -0.5547 0.2548 3.8947
C -4.6264 -0.9197 -5.9570
C -4.9027 0.5597 -5.7314
C -3.6130 1.0743 -5.0701
O -2.9891 -0.1026 -4.5501
C -3.1518 -1.0858 -5.5693
H -4.8428 -1.2875 -6.9585
H -5.2914 -1.5279 -5.3251
H -5.7597 0.6691 -4.9870
H -5.0465 1.1254 -6.6265
H -3.7457 1.8491 -4.3126
H -2.9629 1.5324 -5.8620
H -2.8331 -2.0506 -5.1878
H -2.5033 -0.7752 -6.3522
C 0.7281 -0.5112 0.3624
C -0.3698 -1.5537 0.1357
C -1.4579 -0.9726 0.9771
O -1.4117 0.4669 0.7207
C -0.0113 0.7806 0.7971
H 1.3579 -0.2614 -0.4593
H 1.3094 -0.8122 1.1961
H -0.2375 -2.6125 0.4272
H -0.7752 -1.5675 -0.8617
H -1.2607 -1.1020 2.0450
H -2.4732 -1.3192 0.7484
H 0.4521 1.0855 1.7259
H 0.1279 1.6272 0.1064
C -6.5558 -0.0809 -2.3910
C -5.0378 -0.0586 -2.2120
C -4.5664 -1.5054 -2.0761
O -5.6645 -2.2806 -2.5046
C -6.7983 -1.5862 -2.0392
H -6.7500 0.1246 -3.4446
H -7.1149 0.6308 -1.7820
H -4.6247 0.5147 -1.3515
H -4.5252 0.3595 -3.0954
H -4.3963 -1.6885 -0.9984
H -3.7297 -1.7677 -2.5790
H -6.8548 -1.7337 -0.9416
H -7.6617 -2.0664 -2.5256
C -0.3349 -2.4680 -3.6841
C -0.8843 -3.8596 -4.0473
C -0.2575 -4.1361 -5.4371
O 1.0078 -3.4903 -5.4128
C 0.8677 -2.2900 -4.6749
H 0.0354 -2.4348 -2.6873
H -1.1257 -1.7431 -3.7945
H -1.9556 -3.8509 -4.2310
H -0.6020 -4.7417 -3.4114
H -0.8014 -3.6893 -6.3070
H -0.1675 -5.2601 -5.5726
H 0.5895 -1.4961 -5.3069
H 1.8692 -2.0224 -4.2202
C 6.9366 3.9733 -5.0249
C 7.6377 2.5552 -5.0815
C 7.0602 1.9073 -3.8607
O 6.9863 2.8965 -2.8620
C 6.4452 4.0041 -3.5407
H 5.9783 3.9363 -5.6305
H 7.4607 4.8561 -5.3959
H 8.6464 2.8111 -4.8749
H 7.4760 2.0011 -6.0131
H 7.6827 1.1470 -3.3711
H 6.0594 1.5231 -4.0550
H 6.7745 4.8864 -3.0249
H 5.3337 4.0591 -3.4565
C 2.3385 -4.5097 -2.5449
C 2.7259 -3.3276 -1.6963
N 4.1175 -2.9667 -1.7930
C 4.3090 -1.7282 -0.9032
C 3.7404 -0.4345 -1.6055
C 5.0895 -3.9554 -1.3282
C 6.4856 -3.8135 -1.8321
H 2.9840 -5.3706 -2.3338
H 2.4088 -4.1569 -3.5890
H 1.2941 -4.9482 -2.4216
H 2.2306 -2.4009 -1.9506
H 2.4611 -3.5198 -0.6071
H 5.3696 -1.6017 -0.7850
H 3.8223 -1.9468 0.0582
H 4.4571 -0.1106 -2.3381
H 3.5916 0.1938 -0.7720
H 2.7458 -0.6279 -2.0551
H 5.0814 -3.9590 -0.2118
H 4.7109 -4.8878 -1.5972
H 6.6500 -4.2526 -2.7791
H 6.7130 -2.7253 -2.0464
H 7.2625 -4.1975 -1.1533
C 2.8508 -3.5160 4.2467
C 2.1625 -3.5090 2.8941
N 1.5508 -4.8390 2.6223
C 2.5023 -5.8304 2.2597
C 2.2848 -6.7331 1.0021
C 0.5460 -5.3129 3.5694
C -0.6610 -6.0380 2.9585
H 3.4883 -2.6858 4.3885
H 3.3350 -4.4839 4.2787
H 2.1143 -3.5905 5.0721
H 1.4149 -2.6938 2.9351
H 2.7689 -3.2525 2.0352
H 3.4600 -5.3431 2.0840
H 2.6355 -6.4451 3.0983
H 1.4663 -7.4347 1.2292
H 1.9904 -6.2219 0.0790
H 3.1674 -7.2540 0.7285
H 0.1269 -4.4693 4.1197
H 1.0828 -6.0575 4.2265
H -1.3001 -6.3138 3.7647
H -0.4703 -6.9279 2.3242
H -1.1303 -5.2514 2.4086
```

The highest occupied orbital energy comes out at -8.24 eV. As for the HOMO-LUMO gap: 8.828 eV. As for the spin multiplicity: 1.

Atom charges from the Mulliken analysis, given in e for atoms 1 to 6: atom 1 (C): 1.443, atom 2 (C): 0.620, atom 3 (O): -0.529, atom 4 (C): -1.485, atom 5 (H): 0.195, atom 6 (H): -0.870

---

- The highest HOMO-LUMO gap belongs to which entry?
  C74H154N2O17

---

- Which formula does entry 1 have?
  C74H129F5NO31S6

---

- Among the records above, which one has the lowest highest occupied orbital energy?
  C74H129F5NO31S6